Entry 1:
Density functional theory data (ωB97M-V/def2-TZVPD) for a molecular structure, C31H31AuN5OS2.

Properties
E_HOMO in eV: -4.6
M in g/mol: 750.7
LUMO in eV: 1.39
Kohn-Sham gap in eV: 6.0
E in eV: -67513.0620

Geometry as ORCA input:
```
! RIJCOSX wB97M-V def2-TZVPD def2/J DEFGRID3
* xyz -1 1
Au 0.00 -1.12 -1.30
O 1.85 -2.51 -1.19
C 2.70 -2.14 -0.29
C 3.14 -3.01 0.75
C 4.07 -2.60 1.68
C 4.63 -1.32 1.64
C 4.20 -0.44 0.66
C 3.25 -0.83 -0.29
C 2.76 0.13 -1.28
N 1.53 0.26 -1.78
C 1.51 1.34 -2.62
C 2.75 1.90 -2.65
N 3.52 1.12 -1.80
H 2.71 -4.01 0.77
H 4.38 -3.29 2.46
H 5.34 -1.00 2.39
H 4.59 0.57 0.65
H 0.61 1.65 -3.13
H 3.15 2.74 -3.18
H 4.50 1.23 -1.62
S -1.19 -3.03 -0.70
C -0.82 -3.74 -2.24
S -0.36 -2.57 -3.39
C -0.91 -5.10 -2.45
C -1.27 -5.98 -1.39
N -1.57 -6.69 -0.53
C -0.64 -5.67 -3.74
N -0.43 -6.16 -4.76
C -2.27 1.52 -4.82
C -2.27 1.91 -3.36
C -2.84 3.11 -2.95
C -2.84 3.42 -1.60
C -3.47 4.70 -1.11
C -2.26 2.56 -0.66
C -1.63 1.34 -1.03
C -1.70 1.07 -2.43
N -0.98 0.43 -0.22
C -0.74 0.37 1.24
C -1.49 -0.83 1.84
C -1.15 -1.04 3.33
C -1.55 0.21 4.12
C -0.79 1.41 3.56
C 0.72 1.20 3.73
C 1.12 -0.05 2.94
C 0.36 -1.27 3.47
C 0.77 0.16 1.47
C -1.15 1.61 2.08
H -2.89 2.20 -5.41
H -2.64 0.50 -4.95
H -1.26 1.55 -5.23
H -3.30 3.79 -3.67
H -3.91 5.27 -1.93
H -2.73 5.34 -0.61
H -4.26 4.49 -0.38
H -2.30 2.88 0.35
H -1.31 0.12 -2.79
H -1.22 -1.73 1.29
H -2.57 -0.67 1.71
H -1.69 -1.91 3.70
H -1.31 0.07 5.18
H -2.63 0.38 4.04
H -1.09 2.32 4.10
H 0.97 1.08 4.79
H 1.27 2.07 3.36
H 2.20 -0.22 3.03
H 0.61 -1.44 4.53
H 0.66 -2.16 2.91
H 1.08 -0.73 0.91
H 1.31 1.01 1.05
H -0.65 2.50 1.70
H -2.22 1.75 2.02
*
```

Here are the Löwdin charges for atoms 1 to 6, given in e:
1 Au 0.870
2 O -0.203
3 C -0.416
4 C -0.013
5 C -0.101
6 C -0.132

Entry 2:
Density functional theory data (ωB97M-V/def2-TZVPD) for a molecular structure, C31H31BBrCl5N5OS2SbTc at a distorted geometry.

Properties
⟨S²⟩: 3.7957
E_HOMO (spin up / spin down) in eV: -8.1 / -8.2
M in g/mol: 1041.5
LUMO (spin up / spin down) in eV: -0.68 / -1.69
Kohn-Sham gap (spin up / spin down) in eV: 7.5 / 6.5
E in eV: -205887.2873

Geometry as ORCA input:
```
! RIJCOSX wB97M-V def2-TZVPD def2/J DEFGRID3
* xyz 0 4
Tc -0.61 0.47 -1.09
Cl -5.20 -4.90 -2.34
C -3.96 -3.89 -1.72
C -3.70 -2.66 -2.30
Cl -4.60 -2.12 -3.67
C -2.70 -1.85 -1.78
Cl -2.33 -0.33 -2.54
C -1.91 -2.20 -0.68
O -0.98 -1.42 -0.21
C -2.18 -3.47 -0.12
Cl -1.20 -4.01 1.19
C -3.19 -4.29 -0.63
Cl -3.49 -5.81 0.10
C -2.96 -1.06 2.58
N -2.26 0.19 2.81
C -1.69 0.56 4.01
C -1.15 1.79 3.81
N -1.39 2.16 2.51
B -1.16 3.60 1.96
N 0.18 3.74 1.12
C 0.63 5.00 0.82
C 1.73 4.90 0.04
N 1.96 3.56 -0.14
C 3.06 2.99 -0.89
C 0.99 2.87 0.52
S 0.96 1.12 0.57
C -2.07 1.18 1.91
S -2.67 1.18 0.30
H -3.66 -1.24 3.39
H -2.25 -1.89 2.53
H -3.49 -1.00 1.64
H -1.73 -0.06 4.88
H -0.64 2.43 4.50
H -2.08 3.88 1.23
H -1.05 4.34 2.90
H 0.12 5.88 1.19
H 2.37 5.65 -0.39
H 3.28 3.63 -1.74
H 2.78 2.00 -1.25
H 3.95 2.90 -0.26
C 0.80 -0.40 -2.54
C 0.80 -1.88 -2.42
C -0.01 -2.69 -3.22
C -0.10 -4.05 -3.01
C 0.63 -4.65 -1.99
C 1.50 -3.87 -1.22
C 1.58 -2.51 -1.44
C 0.49 -6.06 -1.73
N 0.37 -7.18 -1.51
H 0.51 -0.10 -3.55
H 1.79 -0.01 -2.31
H -0.58 -2.24 -4.03
H -0.75 -4.66 -3.63
H 2.09 -4.34 -0.45
H 2.25 -1.91 -0.84
C 2.43 -3.27 3.53
Sb 1.66 -1.59 2.40
C 3.62 -1.13 1.58
C 1.91 -0.23 4.07
H 3.40 -3.00 3.95
H 2.54 -4.15 2.89
H 1.74 -3.51 4.34
H 4.25 -0.71 2.36
H 3.53 -0.41 0.76
H 4.08 -2.05 1.21
H 2.95 -0.26 4.41
H 1.26 -0.55 4.90
H 1.64 0.78 3.78
Br 0.18 6.60 -4.00
C -0.06 4.87 -3.25
C -1.10 4.65 -2.37
C -1.27 3.38 -1.83
C -0.40 2.31 -2.11
C 0.63 2.60 -3.03
C 0.81 3.85 -3.59
H -1.79 5.44 -2.11
H -2.10 3.24 -1.15
H 1.32 1.82 -3.32
H 1.62 4.03 -4.29
*
```

Here are the Löwdin charges for atoms 1 to 6, given in e:
1 Tc 1.065
2 Cl 0.686
3 C -0.715
4 C -0.701
5 Cl 0.710
6 C -0.547

Entry 3:
Density functional theory data (ωB97M-V/def2-TZVPD) for a molecular structure, C31H31FN4O2Ti at a distorted geometry.

Properties
⟨S²⟩: 0.7549
E_HOMO (spin up / spin down) in eV: -10.9 / -10.9
M in g/mol: 558.5
LUMO (spin up / spin down) in eV: -4.02 / -4.05
Kohn-Sham gap (spin up / spin down) in eV: 6.9 / 6.9
E in eV: -68533.5308

Geometry as ORCA input:
```
! RIJCOSX wB97M-V def2-TZVPD def2/J DEFGRID3
* xyz 1 2
Ti 0.31 -0.24 -1.04
O 3.79 2.25 0.40
C 4.00 2.75 -0.83
C 5.16 3.44 -1.06
C 5.58 3.96 -2.26
C 4.64 4.02 -3.32
C 3.43 3.42 -3.09
C 3.14 2.67 -1.91
C 2.00 1.80 -1.96
O 1.86 0.93 -0.99
N 1.20 1.82 -3.04
N 0.23 0.94 -2.82
C -0.61 0.66 -3.72
C -1.62 -0.33 -3.39
C -2.77 -0.58 -4.03
C -3.72 -1.46 -3.51
C -3.33 -2.22 -2.42
C -2.14 -1.99 -1.89
N -1.26 -1.08 -2.29
H 3.15 1.53 0.31
H 5.91 3.52 -0.23
H 6.54 4.50 -2.32
H 4.89 4.56 -4.26
H 2.69 3.41 -3.89
H -0.55 1.16 -4.70
H -2.99 0.09 -4.85
H -4.72 -1.63 -3.89
H -4.01 -2.94 -1.98
H -1.77 -2.58 -1.07
C -4.22 -0.85 1.20
C -2.94 -0.49 1.97
C -3.22 -0.02 3.38
C -1.99 -1.66 2.02
C -2.43 -2.80 2.66
C -1.61 -3.91 2.84
C -0.31 -3.89 2.37
C 0.15 -2.78 1.67
C 1.52 -2.86 0.96
C 2.52 -1.89 1.56
C 1.47 -2.74 -0.54
C -0.68 -1.66 1.55
N -0.14 -0.58 0.78
C -0.11 0.70 1.35
C 0.45 1.09 2.59
C 0.47 2.47 2.96
C -0.03 3.46 2.08
C -0.52 3.11 0.84
C -0.56 1.77 0.56
F -1.15 1.36 -0.65
H -5.06 -0.10 1.40
H -4.58 -1.86 1.47
H -4.14 -0.76 0.07
H -2.49 0.26 1.36
H -3.74 -0.80 3.96
H -3.83 0.84 3.42
H -2.23 0.11 3.92
H -3.46 -2.86 3.05
H -1.97 -4.82 3.36
H 0.34 -4.73 2.57
H 1.87 -3.88 1.22
H 2.39 -0.82 1.22
H 3.58 -2.13 1.28
H 2.48 -1.91 2.66
H 1.98 -1.84 -0.92
H 0.45 -2.74 -0.92
H 2.01 -3.54 -1.02
H 0.84 0.34 3.25
H 0.89 2.73 3.95
H 0.00 4.51 2.39
H -1.02 3.78 0.20
*
```

Here are the Löwdin charges for atoms 1 to 6, given in e:
1 Ti 1.129
2 O 0.098
3 C -0.278
4 C -0.028
5 C -0.053
6 C -0.064